(1)
ORCA calculation (ωB97M-V/def2-TZVPD) on C47H60MnN5O2 as an isolated structure.

Geometry (Å):
Mn (-0.809032, -0.344603, 1.508473)
C (-3.922143, 1.073231, 1.802196)
C (-4.167641, 0.762567, 0.337035)
C (-3.257280, 1.541505, -0.598228)
C (-3.094761, 1.106063, -1.914779)
C (-2.233936, 1.790876, -2.750389)
C (-1.568632, 2.905152, -2.253435)
C (-1.812759, 3.276981, -0.944680)
N (-2.631030, 2.613073, -0.130057)
N (-2.954307, 0.181474, 2.494699)
C (-2.611022, 0.840944, 3.767538)
C (-1.598086, 1.925883, 3.555395)
C (-1.782221, 3.226345, 3.987809)
C (-0.748565, 4.135571, 3.820327)
C (0.432749, 3.710818, 3.240015)
C (0.530244, 2.393793, 2.814805)
N (-0.469718, 1.521100, 2.960713)
C (-3.533655, -1.129589, 2.776651)
C (-2.504427, -2.091339, 3.313659)
C (-2.865423, -3.174771, 4.099473)
C (-1.881574, -4.055862, 4.516116)
C (-0.564198, -3.832378, 4.143835)
C (-0.275921, -2.728139, 3.366410)
N (-1.228971, -1.875564, 2.971963)
H (-4.856360, 1.080373, 2.378442)
H (-3.495752, 2.074308, 1.858626)
H (-5.210035, 0.958989, 0.075718)
H (-4.003630, -0.295483, 0.138357)
H (-3.631915, 0.230918, -2.261116)
H (-2.078664, 1.463939, -3.770830)
H (-0.888497, 3.477262, -2.869953)
H (-1.327528, 4.150500, -0.520316)
H (-2.163862, 0.103302, 4.437600)
H (-3.509446, 1.230176, 4.260471)
H (-2.717315, 3.517514, 4.446460)
H (-0.864458, 5.160558, 4.146676)
H (1.270703, 4.380066, 3.107541)
H (1.433756, 2.027032, 2.347766)
H (-3.946133, -1.542062, 1.852857)
H (-4.361666, -1.045724, 3.493752)
H (-3.900462, -3.320224, 4.377074)
H (-2.139362, -4.910077, 5.127702)
H (0.229179, -4.499232, 4.448046)
H (0.722084, -2.490526, 3.021906)
C (0.723833, -2.455516, -5.494039)
C (0.988378, -1.279053, -4.554842)
C (0.675471, 0.027607, -5.301859)
C (2.474345, -1.298132, -4.163713)
C (0.129607, -1.321089, -3.296143)
C (0.347429, -0.401960, -2.295372)
C (-0.478223, -0.376336, -1.170891)
N (-0.349914, 0.522461, -0.158957)
C (1.008535, 0.929770, 0.058405)
C (1.542084, 2.104492, -0.415853)
C (2.876334, 2.400283, -0.114263)
C (3.580771, 1.499435, 0.674696)
C (3.042707, 0.317248, 1.202362)
C (1.715190, 0.040189, 0.874877)
O (0.959834, -0.996706, 1.345162)
C (3.834766, -0.609164, 2.118510)
C (3.190473, -0.588155, 3.515128)
C (3.818075, -2.032415, 1.543585)
C (5.294635, -0.179564, 2.268455)
C (3.496338, 3.681692, -0.666084)
C (4.951472, 3.860601, -0.235806)
C (3.443753, 3.641773, -2.199425)
C (2.696339, 4.892054, -0.162295)
C (-1.518357, -1.389570, -0.987957)
O (-2.076332, -1.412524, 0.155133)
C (-1.739332, -2.342066, -2.042285)
C (-0.914418, -2.264144, -3.134963)
C (-2.817679, -3.431195, -2.015435)
C (-3.745255, -3.233175, -3.225229)
C (-3.695015, -3.444987, -0.759983)
C (-2.137821, -4.806401, -2.120076)
H (1.399321, -2.391874, -6.347333)
H (-0.294996, -2.448863, -5.886130)
H (0.901847, -3.414875, -5.004285)
H (1.269514, 0.085867, -6.215523)
H (0.910476, 0.899120, -4.688719)
H (-0.379505, 0.079037, -5.578469)
H (3.089233, -1.279029, -5.064847)
H (2.720469, -2.200130, -3.601322)
H (2.750246, -0.435351, -3.557255)
H (1.132802, 0.335603, -2.379195)
H (0.923044, 2.760527, -1.013991)
H (4.606981, 1.725951, 0.915757)
H (2.122704, -0.801061, 3.465054)
H (3.320174, 0.391784, 3.979655)
H (3.665988, -1.329162, 4.161059)
H (2.801958, -2.397668, 1.405497)
H (4.344657, -2.710971, 2.218242)
H (4.326310, -2.060034, 0.577980)
H (5.388685, 0.813242, 2.711744)
H (5.820095, -0.184554, 1.311856)
H (5.805058, -0.880583, 2.930735)
H (5.584940, 3.050493, -0.601721)
H (5.049603, 3.910238, 0.850193)
H (5.340822, 4.793292, -0.645960)
H (3.993390, 2.781577, -2.586143)
H (3.889488, 4.546720, -2.616844)
H (2.416651, 3.578275, -2.563344)
H (2.738575, 4.955513, 0.927143)
H (1.647262, 4.836464, -0.457381)
H (3.110018, 5.816198, -0.570187)
H (-1.056379, -2.985465, -3.926027)
H (-4.230336, -2.255276, -3.192842)
H (-4.525198, -3.996296, -3.225422)
H (-3.205756, -3.307877, -4.169194)
H (-4.261851, -2.519053, -0.648664)
H (-3.113874, -3.602964, 0.146805)
H (-4.411441, -4.262796, -0.856230)
H (-1.573135, -4.915031, -3.045766)
H (-2.891726, -5.595218, -2.096369)
H (-1.452468, -4.965962, -1.285722)

Force components x, y, z for each atom (eV/Å):
Mn -0.40 -0.46 0.62
C -0.01 0.10 0.10
C 0.19 -0.04 -0.06
C -0.02 -0.15 -0.15
C -0.06 0.05 0.05
C -0.04 0.10 -0.01
C -0.09 -0.07 -0.07
C 0.01 0.04 0.02
N -0.07 0.05 0.10
N 0.24 0.23 -0.13
C 0.01 -0.06 0.10
C 0.09 0.08 0.09
C 0.00 -0.09 0.01
C 0.03 0.05 0.00
C 0.01 -0.09 -0.01
C -0.08 0.15 0.11
N 0.02 -0.16 -0.41
C -0.15 -0.12 -0.01
C -0.04 -0.07 -0.01
C 0.06 0.05 -0.03
C 0.02 -0.01 0.01
C 0.01 0.02 -0.01
C -0.07 0.02 0.04
N -0.01 0.22 -0.32
H -0.01 -0.11 -0.05
H -0.09 0.05 0.00
H 0.02 0.14 0.06
H -0.10 -0.05 -0.01
H 0.00 0.00 -0.02
H 0.00 -0.01 0.00
H 0.01 0.01 -0.01
H 0.00 -0.01 0.00
H -0.03 0.01 0.00
H 0.00 0.00 -0.05
H 0.00 0.00 0.01
H 0.00 0.00 0.00
H 0.00 0.01 -0.01
H 0.03 0.00 0.00
H 0.07 0.01 0.00
H 0.01 0.01 -0.02
H -0.01 0.00 -0.01
H -0.01 0.00 0.00
H 0.00 0.00 0.00
H 0.02 -0.05 0.03
C -0.03 -0.03 -0.01
C 0.05 0.05 0.02
C 0.03 0.01 0.00
C 0.00 0.01 -0.02
C 0.15 0.21 0.09
C 0.04 -0.02 -0.14
C -0.04 -0.10 -0.11
N 0.05 -0.27 0.05
C 0.08 0.44 -0.08
C 0.27 -0.15 0.06
C -0.14 0.08 -0.10
C 0.05 -0.09 0.08
C -0.03 -0.10 -0.07
C -0.26 0.13 -0.09
O 0.22 0.23 0.32
C 0.00 0.00 0.06
C 0.00 0.00 -0.03
C 0.00 -0.03 0.04
C 0.00 0.00 0.01
C 0.00 0.04 0.03
C 0.03 -0.03 -0.01
C 0.00 0.03 -0.02
C 0.00 0.00 -0.01
C 0.26 -0.06 -0.20
O 0.18 -0.09 0.09
C -0.21 0.11 -0.02
C -0.24 -0.14 0.08
C -0.01 -0.08 -0.02
C 0.00 0.00 0.00
C -0.03 0.01 0.03
C -0.01 0.00 0.02
H 0.00 0.01 0.00
H 0.00 0.01 0.01
H 0.01 0.00 0.01
H 0.00 0.00 0.00
H 0.00 0.01 0.00
H -0.01 -0.02 -0.01
H 0.01 0.00 0.00
H -0.01 -0.01 0.00
H 0.00 0.00 0.01
H 0.00 0.01 0.01
H 0.05 0.00 0.01
H 0.03 0.01 0.00
H 0.02 -0.01 0.01
H -0.01 0.02 0.00
H 0.00 -0.01 0.01
H 0.00 -0.01 0.00
H 0.01 0.00 0.00
H -0.01 0.01 -0.02
H -0.01 0.01 0.00
H -0.01 0.01 -0.01
H 0.00 -0.01 -0.01
H 0.00 -0.01 0.00
H 0.00 0.01 0.01
H -0.01 0.00 0.00
H 0.01 -0.01 0.01
H 0.00 0.00 -0.01
H -0.01 0.00 0.00
H 0.00 -0.01 0.01
H -0.01 0.00 -0.01
H 0.00 0.00 -0.01
H -0.03 -0.02 0.01
H -0.01 0.01 0.02
H 0.00 -0.01 0.00
H 0.01 0.00 -0.01
H 0.01 0.02 0.00
H 0.00 -0.02 0.00
H -0.01 0.00 -0.01
H 0.01 0.01 -0.01
H -0.01 0.00 -0.01
H 0.00 0.01 0.01

Computed properties:
E_LUMO (alpha / beta)	-3.6 / -4.1	eV
multiplicity	6
energy above the lowest of the compared OMol25 structures with the same formula, charge and spin	8.4	kJ/mol
electronic energy	-92576.7583	eV
total charge	+1

Löwdin atomic charge list, values in e, 4 entries: 1.034 -0.157 -0.096 -0.275

***

(2)
ORCA calculation (ωB97M-V/def2-TZVPD) on C47H61GeN4O2PReS as an isolated structure at a distorted geometry.

Geometry (Å):
Re (-1.447247, -0.072999, -0.058521)
C (-1.400832, -0.752951, -4.493715)
C (-1.468128, -0.767210, -3.011929)
N (-1.261669, 0.245642, -2.150296)
N (-1.133132, 1.562116, -2.662567)
C (-2.184239, 2.397163, -2.597246)
N (-2.337781, 3.321270, -3.554164)
S (-3.547054, 2.009758, -1.447319)
C (-1.831503, -1.970849, -2.331951)
C (-1.978600, -3.242858, -2.941079)
C (-2.274560, -4.377197, -2.178366)
C (-2.501139, -4.226550, -0.795811)
C (-2.408890, -2.946386, -0.231610)
N (-2.133386, -1.838619, -0.974937)
H (-2.358631, -1.067845, -4.929380)
H (-1.164574, 0.255006, -4.870749)
H (-0.639041, -1.438202, -4.866310)
H (-0.408669, 1.734548, -3.388130)
H (-1.594750, 3.455146, -4.234976)
H (-3.073321, 4.016462, -3.528425)
H (-1.817880, -3.348903, -4.018519)
H (-2.329344, -5.351051, -2.692860)
H (-2.750354, -5.055510, -0.129444)
H (-2.594385, -2.813627, 0.840948)
O (0.453072, -1.232881, -0.114405)
P (1.992135, -1.257622, -0.080356)
C (2.518909, -2.927043, -0.783379)
C (4.030590, -3.241547, -1.138621)
C (4.297808, -4.749797, -1.285647)
C (3.079461, -5.540527, -1.783713)
C (2.134512, -4.680438, -2.627559)
C (1.582489, -3.445633, -1.889850)
C (2.647536, -1.229141, 1.701012)
C (1.729642, -1.964504, 2.685345)
C (2.076445, -3.422989, 3.004111)
C (3.535190, -3.554284, 3.410793)
C (4.484043, -2.982387, 2.363310)
C (4.143676, -1.525275, 1.954304)
C (2.593689, 0.294706, -0.945097)
C (2.122891, 0.287783, -2.408297)
C (3.093657, -0.297612, -3.423873)
C (4.474200, 0.330430, -3.286711)
C (5.023488, 0.270487, -1.846074)
C (4.041602, 0.802372, -0.797943)
H (2.317337, -3.579166, 0.079225)
H (4.697861, -2.829335, -0.378094)
H (4.289435, -2.737810, -2.068346)
H (4.634847, -5.153456, -0.316166)
H (5.122207, -4.881179, -1.992599)
H (2.515126, -6.008103, -0.967192)
H (3.435191, -6.340479, -2.440163)
H (1.267631, -5.270083, -2.949476)
H (2.613734, -4.369875, -3.545429)
H (0.623423, -3.711122, -1.448790)
H (1.401818, -2.680227, -2.644141)
H (2.534928, -0.163055, 1.962012)
H (0.688362, -1.886768, 2.364106)
H (1.807436, -1.422038, 3.631908)
H (1.824956, -4.080537, 2.165712)
H (1.439580, -3.688697, 3.851601)
H (3.754160, -4.624510, 3.571731)
H (3.670887, -3.027137, 4.356615)
H (4.516801, -3.634994, 1.482642)
H (5.495346, -2.977415, 2.799385)
H (4.738200, -1.239555, 1.081909)
H (4.420312, -0.858448, 2.773231)
H (1.989943, 1.067137, -0.442368)
H (1.944671, 1.333963, -2.698238)
H (1.171305, -0.239709, -2.491966)
H (2.686424, -0.081467, -4.419097)
H (3.169879, -1.383957, -3.303716)
H (4.398255, 1.384270, -3.576730)
H (5.204231, -0.131502, -3.977271)
H (5.909176, 0.920478, -1.777175)
H (5.380975, -0.741620, -1.607949)
H (4.005046, 1.888809, -0.887128)
H (4.412651, 0.585807, 0.210055)
C (-0.562505, 0.698150, 3.072352)
C (-1.197767, 0.051433, 1.813881)
O (-1.855954, -1.068109, 1.969046)
H (-0.519502, 0.076785, 3.957249)
H (-1.062201, 1.648878, 3.218746)
H (0.404319, 1.056914, 2.739709)
C (-2.779774, 1.316094, -0.050009)
Ge (-3.193549, 2.746553, 1.236694)
C (-4.074710, 2.057346, 2.841478)
C (-4.290342, 0.669606, 3.025765)
C (-4.809253, 0.161477, 4.206858)
C (-5.154086, 1.039673, 5.249472)
C (-4.986421, 2.422062, 5.107674)
C (-4.438129, 2.918153, 3.911547)
C (-4.335087, 4.231751, 0.555011)
C (-5.747515, 4.211172, 0.636070)
C (-6.556550, 5.131541, -0.039625)
C (-5.964863, 6.125995, -0.830114)
C (-4.563077, 6.193106, -0.913305)
C (-3.763819, 5.292580, -0.209994)
C (-1.500610, 3.697467, 1.542879)
C (-0.270679, 3.229178, 0.991144)
C (0.952155, 3.815120, 1.331961)
C (0.950604, 4.989783, 2.102172)
C (-0.245785, 5.558954, 2.518236)
C (-1.457033, 4.914502, 2.254991)
H (-4.067309, -0.008860, 2.214242)
H (-4.957651, -0.910877, 4.318026)
H (-5.558689, 0.647126, 6.194749)
H (-5.276153, 3.116321, 5.905075)
H (-4.297428, 4.007880, 3.813098)
H (-6.220440, 3.421256, 1.237760)
H (-7.641821, 5.079085, 0.028612)
H (-6.566398, 6.872471, -1.334613)
H (-4.112797, 6.961649, -1.544623)
H (-2.671530, 5.418899, -0.244482)
H (-0.249197, 2.376918, 0.319025)
H (1.903696, 3.380950, 1.001854)
H (1.898335, 5.480696, 2.320508)
H (-0.250246, 6.502983, 3.085644)
H (-2.408256, 5.368621, 2.587149)

Force components x, y, z for each atom (eV/Å):
Re -1.39 -1.79 -0.12
C -0.02 1.13 -0.23
C 0.31 1.65 1.24
N -0.29 -0.09 -1.59
N 0.94 -0.02 -0.74
C -2.04 -1.11 -0.45
N 0.60 -0.63 1.22
S 0.60 1.15 -2.92
C -1.20 -2.41 1.60
C 0.43 0.97 0.15
C -0.25 0.05 0.51
C 0.23 0.33 -0.77
C -0.25 0.35 -0.63
N 0.76 -0.99 -0.10
H 0.14 0.07 0.19
H -0.12 -0.49 0.02
H 0.10 -0.06 0.15
H -0.50 -0.35 0.91
H -0.31 0.07 0.02
H 0.00 0.02 0.29
H -0.02 0.06 0.45
H -0.05 0.54 0.50
H 0.12 0.18 -0.38
H 0.14 0.12 -0.64
O -0.67 0.76 -0.29
P 2.24 -0.92 0.70
C 0.45 -0.35 0.14
C -0.59 0.83 0.13
C -0.18 -0.03 0.41
C -0.16 -0.06 -0.50
C -0.38 -0.09 0.31
C 0.14 0.06 -0.15
C -0.58 0.64 -0.71
C -0.13 -0.18 0.11
C -0.20 0.49 -0.03
C -0.13 -0.50 -0.21
C 0.20 0.35 0.06
C -0.02 -0.58 -0.16
C -0.45 -0.26 0.09
C -0.08 0.17 -0.22
C 0.25 -0.07 0.06
C 0.50 0.14 0.12
C 0.33 0.14 -0.14
C 0.07 -0.68 0.05
H -0.02 0.27 0.15
H -0.10 0.01 -0.14
H -0.07 0.07 -0.10
H -0.09 0.07 -0.38
H -0.05 0.06 0.18
H 0.18 0.11 -0.04
H -0.12 -0.11 0.33
H 0.20 -0.08 0.02
H 0.39 0.12 -0.23
H -0.15 0.15 0.14
H -0.15 0.26 -0.03
H -0.11 -0.03 -0.35
H -0.03 -0.01 0.03
H -0.04 0.07 0.02
H 0.06 -0.05 0.04
H 0.00 -0.30 -0.16
H 0.09 0.50 0.10
H 0.10 -0.06 0.10
H -0.07 0.07 0.16
H -0.22 -0.01 -0.35
H 0.08 0.01 0.21
H 0.17 -0.04 -0.01
H -0.23 -0.32 0.26
H 0.02 -0.02 0.07
H -0.11 0.02 0.06
H 0.14 -0.27 0.04
H -0.10 0.07 -0.08
H 0.05 -0.01 -0.03
H -0.42 0.18 0.29
H -0.14 -0.32 -0.13
H -0.26 0.16 0.00
H -0.08 0.08 -0.03
H -0.04 0.19 -0.17
C -0.26 0.45 -2.22
C 0.02 -2.61 6.01
O 1.77 4.09 -3.30
H -0.28 -0.27 -0.17
H -0.50 0.10 0.37
H 0.54 -0.19 0.12
C 1.39 -1.22 -0.48
Ge -1.13 2.20 2.15
C -0.06 -0.60 1.04
C 0.05 0.81 -0.17
C -0.20 0.47 0.45
C -0.03 -0.09 0.19
C 0.24 -0.23 -0.67
C 0.16 0.14 -0.33
C -0.47 0.63 -0.92
C 0.38 -0.71 0.16
C 0.43 0.38 -0.21
C 0.45 -0.50 0.50
C -0.33 -0.04 0.08
C 0.04 -0.62 0.17
C 1.52 -0.14 -0.79
C -0.38 0.67 1.21
C -0.27 0.31 0.04
C 0.28 -0.26 -0.36
C -0.26 0.13 0.26
C -0.62 -0.36 -0.05
H 0.01 -0.12 -0.04
H -0.01 0.24 0.03
H 0.19 0.15 -0.58
H 0.16 -0.37 -0.36
H -0.09 -0.60 0.02
H 0.12 0.37 -0.29
H 0.27 -0.04 0.11
H -0.03 -0.16 -0.06
H -0.03 -0.12 0.36
H -0.46 -0.15 -0.09
H -0.09 -0.45 -0.20
H -0.41 0.25 0.00
H -0.25 -0.13 0.05
H 0.04 -0.56 -0.37
H 0.66 -0.27 -0.07

Computed properties:
E_LUMO (alpha / beta)	-10.4 / -10.1	eV
energy above the lowest of the compared OMol25 structures with the same formula, charge and spin	109.8	kJ/mol
electronic energy	-138528.0240	eV
total charge	+3

Löwdin atomic charge list, values in e, 4 entries: 1.499 0.039 -0.194 -0.090